# 1
Computed, not measured: a cluster of 3 separate species, C26H30BF2N3O2 in total in a non-equilibrium geometry, with ωB97M-V with the def2-TZVPD basis set.

The geometry in ORCA input format:
```
! RIJCOSX wB97M-V def2-TZVPD def2/J DEFGRID3
* xyz 0 1
C -4.10552 -1.96442 3.02957
C -4.40235 -0.84385 1.92667
C -3.23104 -0.86008 0.86837
O -2.83711 0.46966 0.41558
C -1.44574 0.41465 0.17940
C -0.62539 1.20002 1.10511
C 0.86618 1.16619 0.91375
B 1.92137 1.95659 1.86157
O 1.88433 3.36321 1.81218
N 2.84937 1.13412 2.66770
C 3.11809 1.71189 4.01420
C 4.08853 0.76567 1.93240
C 1.43784 0.35796 -0.15580
C 0.60605 -0.44967 -1.12142
N 1.29188 -1.18559 -2.08570
C 0.39224 -1.82399 -2.87906
C -1.09919 -1.77279 -2.76405
C -1.94877 -2.58402 -3.82306
N -1.73912 -1.08162 -1.78749
C -0.85770 -0.40168 -0.94882
H -5.04302 -2.14977 3.63630
H -3.31075 -1.63379 3.74933
H -3.82698 -2.94503 2.55518
H -4.53697 0.14710 2.44242
H -5.36495 -1.16658 1.42777
H -3.60255 -1.46845 -0.01385
H -2.30112 -1.38704 1.24275
H -1.07130 1.80993 1.93463
H 2.75809 3.76601 1.96684
H 4.21878 1.78522 4.26287
H 2.70120 0.97442 4.77177
H 2.56981 2.67699 4.19973
H 5.00358 0.71289 2.57816
H 3.93108 -0.28302 1.52508
H 4.30823 1.40839 1.02917
H 2.55460 0.34047 -0.28727
H 0.81539 -2.45327 -3.71213
H -1.52445 -2.29224 -4.82755
H -1.80570 -3.68013 -3.63079
H -3.00860 -2.23508 -3.75004
F -1.26479 -5.87763 0.72439
C -0.65685 -6.10545 -0.45159
C -0.03473 -5.05817 -1.10746
C 0.59800 -5.29571 -2.32122
C 0.59212 -6.57393 -2.86946
C -0.04087 -7.61630 -2.20227
C -0.66482 -7.38294 -0.98310
H -0.04734 -4.06693 -0.66904
H 1.09462 -4.48543 -2.83950
H 1.08253 -6.75672 -3.81892
H -0.04862 -8.61112 -2.63175
H -1.15542 -8.18459 -0.44495
F 2.69574 7.62042 1.38233
C 1.80430 7.33238 0.41573
C 1.50089 8.29113 -0.53451
C 0.58447 7.99080 -1.53465
C -0.02434 6.74053 -1.56582
C 0.28638 5.78843 -0.60160
C 1.21033 6.08359 0.39227
H 1.97930 9.26192 -0.48888
H 0.34440 8.73081 -2.28890
H -0.74249 6.50894 -2.34421
H -0.19117 4.81559 -0.62367
H 1.47002 5.35113 1.14534
*
```

Largest force on an atom (eV/A): 4.04
SMILES: CCCOc1cc(B(O)N(C)C)cc2ncc(C)nc12.Fc1ccccc1.Fc1ccccc1
HOMO energy (eV): -8.4

Charge distribution, natural (NBO) scheme, values in e: -0.614, -0.424, -0.078, -0.525, 0.299, -0.241, -0.328, 1.153, -0.906, -0.750, -0.426, -0.420, -0.215, 0.100, -0.357, -0.007, 0.192, -0.655, -0.403, 0.132, 0.209, 0.208, 0.208, 0.219, 0.204, 0.195, 0.180, 0.237, 0.499, 0.195, 0.200, 0.201, 0.211, 0.208, 0.181, 0.222, 0.197, 0.223, 0.237, 0.242, -0.321, 0.400, -0.292, -0.188, -0.235, -0.191, -0.285, 0.233, 0.216, 0.216, 0.218, 0.229, -0.329, 0.394, -0.289, -0.195, -0.234, -0.178, -0.295, 0.226, 0.216, 0.215, 0.223, 0.241

=====

# 2
Computed, not measured: the molecule C3H7NO in a non-equilibrium geometry, with ωB97M-V with the def2-TZVPD basis set.

The geometry in ORCA input format:
```
! RIJCOSX wB97M-V def2-TZVPD def2/J DEFGRID3
* xyz 0 1
C 1.74551 0.13878 0.47285
C 0.50912 0.65931 -0.24498
N -0.75982 0.35672 0.32432
C -1.56202 -0.66230 -0.32738
O 0.62278 1.23946 -1.28864
H 2.22028 -0.53781 -0.23171
H 1.44768 -0.45973 1.33252
H 2.41193 0.96000 0.70924
H -1.27321 1.11030 0.74911
H -2.47636 -0.79564 0.24341
H -1.85509 -0.38933 -1.34443
H -1.03079 -1.61976 -0.39433
*
```

Largest force on an atom (eV/A): 1.11
SMILES: CNC(C)=O
HOMO energy (eV): -9.0

Charge distribution, natural (NBO) scheme, values in e: -0.723, 0.720, -0.742, -0.400, -0.529, 0.238, 0.225, 0.242, 0.395, 0.205, 0.180, 0.191

=====

# 3
Computed, not measured: a cluster of 7 separate species, C21H53N7O11P2S in total in a non-equilibrium geometry, with ωB97M-V with the def2-TZVPD basis set.

The geometry in ORCA input format:
```
! RIJCOSX wB97M-V def2-TZVPD def2/J DEFGRID3
* xyz 0 1
C -2.53883 2.04374 -0.63433
C -3.21466 3.34057 -0.18331
S -4.64602 3.71333 -1.24676
C -5.99380 3.81634 -0.03837
O -7.18934 3.66040 -0.79124
P -8.44860 2.89693 -0.19520
O -9.56873 2.89830 -1.13476
O -8.74772 3.64380 1.19191
O -7.99009 1.46695 0.32287
P -7.50082 0.13991 -0.68578
N -5.85023 0.10243 -0.30619
O -7.35311 0.85992 -2.13349
H -2.48042 2.00282 -1.72316
H -1.53419 1.94924 -0.21952
H -3.13571 1.18503 -0.31762
H -3.56337 3.25970 0.84746
H -2.51060 4.16929 -0.25205
H -5.88613 3.04475 0.73027
H -6.00384 4.80409 0.42380
H -8.34278 3.19743 1.94350
H -5.80310 -0.34049 0.61767
H -5.53789 1.05958 -0.15243
H -8.22025 0.99042 -2.54149
C 2.12935 1.00334 -2.48614
C 1.38510 1.99257 -1.61972
O 0.67508 1.63977 -0.69481
N 1.53177 3.31356 -1.91397
C 2.32193 3.91672 -2.96678
H 1.90369 0.00525 -2.12625
H 1.81553 1.08526 -3.52764
H 3.20638 1.16519 -2.42950
H 1.01212 3.92172 -1.30111
H 3.07787 4.58402 -2.54871
H 1.68903 4.49606 -3.64139
H 2.82546 3.14911 -3.54488
C -3.13798 -2.35591 1.04968
C -3.70115 -1.83565 2.34628
O -4.80120 -1.28103 2.41361
N -2.96670 -1.96743 3.46360
C -1.63908 -2.53641 3.65323
H -3.85507 -2.15618 0.25844
H -2.19915 -1.85414 0.81293
H -2.95726 -3.42939 1.11010
H -3.43956 -1.60066 4.27457
H -1.68960 -3.36612 4.35705
H -0.96017 -1.78796 4.05161
H -1.23686 -2.90072 2.71545
C 2.15638 -1.52790 2.58821
C 2.17225 -2.44774 3.77962
O 1.20588 -3.13064 4.09572
N 3.31776 -2.49880 4.50694
C 4.55634 -1.78470 4.26589
H 1.18153 -1.59782 2.11396
H 2.31942 -0.49350 2.89379
H 2.93874 -1.81226 1.88130
H 3.26857 -3.12122 5.29754
H 5.37843 -2.48470 4.10984
H 4.80225 -1.14539 5.11648
H 4.46868 -1.17060 3.37682
C 4.45814 -4.26272 -0.24376
C 5.04787 -2.87530 -0.13380
O 4.78325 -2.14357 0.81256
N 5.87524 -2.46596 -1.12015
C 6.29415 -3.18818 -2.31094
H 3.82163 -4.43019 0.61994
H 3.86054 -4.36128 -1.15046
H 5.24314 -5.01932 -0.25905
H 6.23315 -1.53309 -0.98712
H 7.37853 -3.30038 -2.32123
H 6.00703 -2.64405 -3.20583
H 5.84114 -4.17441 -2.33012
C 7.59948 -3.00443 -6.95498
C 7.21001 -1.75561 -6.19869
O 7.20236 -1.71916 -4.97749
N 6.86612 -0.66388 -6.92748
C 6.81795 -0.52458 -8.36966
H 7.84377 -3.77486 -6.23061
H 6.77834 -3.35319 -7.58199
H 8.46947 -2.82298 -7.58667
H 6.62009 0.13492 -6.36455
H 7.49903 0.25986 -8.70282
H 5.80991 -0.26662 -8.69769
H 7.10621 -1.45432 -8.84805
C -2.99444 3.23703 5.43668
C -2.96213 1.99984 4.56542
O -1.97233 1.69291 3.92313
N -4.08561 1.23573 4.52497
C -5.34197 1.44397 5.21372
H -2.02961 3.72795 5.35738
H -3.77289 3.92713 5.10886
H -3.17636 2.97626 6.47985
H -4.01464 0.43331 3.91322
H -5.57009 0.59934 5.86596
H -6.15968 1.54408 4.49760
H -5.29874 2.34372 5.81900
*
```

Largest force on an atom (eV/A): 1.14
SMILES: CCSCO[P@](=O)(O)OP(N)O.CNC(C)=O.CNC(C)=O.CNC(C)=O.CNC(C)=O.CNC(C)=O.CNC(C)=O
HOMO energy (eV): -8.5

Charge distribution, Löwdin scheme, values in e: -0.164, -0.522, 0.905, -0.532, -0.258, 0.284, -0.238, -0.090, -0.424, 0.801, -0.126, -0.284, 0.066, 0.047, 0.053, 0.068, 0.060, 0.072, 0.091, 0.080, 0.002, 0.005, 0.056, -0.009, -0.541, 0.030, 0.008, -0.081, 0.081, 0.083, 0.083, 0.139, 0.083, 0.083, 0.068, 0.004, -0.540, -0.017, 0.021, -0.065, 0.072, 0.088, 0.087, 0.129, 0.087, 0.078, 0.071, 0.002, -0.536, 0.008, 0.011, -0.078, 0.076, 0.094, 0.049, 0.135, 0.082, 0.080, 0.064, -0.004, -0.539, 0.008, 0.018, -0.070, 0.081, 0.085, 0.084, 0.141, 0.087, 0.058, 0.072, -0.008, -0.541, 0.018, 0.008, -0.075, 0.082, 0.085, 0.085, 0.139, 0.084, 0.084, 0.071, -0.014, -0.556, 0.032, 0.015, -0.074, 0.080, 0.081, 0.082, 0.091, 0.084, 0.079, 0.069

=====

# 4
Computed, not measured: the molecule C8H10 in a non-equilibrium geometry, with ωB97M-V with the def2-TZVPD basis set.

The geometry in ORCA input format:
```
! RIJCOSX wB97M-V def2-TZVPD def2/J DEFGRID3
* xyz 0 1
C -2.47984 0.43872 0.30806
C -1.59221 -0.62894 -0.23933
C -0.12106 -0.26148 -0.19918
C 0.85607 -1.26238 0.02381
C 2.20278 -0.97540 0.14211
C 2.58659 0.25288 0.04900
C 1.70658 1.34682 -0.07288
C 0.34842 1.05093 -0.17753
H -2.26857 1.24042 -0.40589
H -2.23131 0.68792 1.55373
H -3.62165 -0.03267 0.18864
H -1.91597 -0.90231 -1.25302
H -1.69874 -1.52848 -0.00133
H 0.35167 -2.32506 -0.01397
H 2.67608 -1.92983 0.30536
H 3.71464 0.55364 0.06951
H 1.76115 2.32783 -0.03055
H -0.27463 1.94738 -0.24654
*
```

Largest force on an atom (eV/A): 8.53
SMILES: CCc1ccccc1
HOMO energy (eV): -8.9

Charge distribution, natural (NBO) scheme, values in e: -0.595, -0.437, -0.019, -0.182, -0.247, -0.205, -0.208, -0.209, 0.212, 0.214, 0.215, 0.208, 0.202, 0.201, 0.229, 0.209, 0.210, 0.203

=====

# 5
Computed, not measured: the molecule C2HCl3FN in a non-equilibrium geometry, with ωB97M-V with the def2-TZVPD basis set.

The geometry in ORCA input format:
```
! RIJCOSX wB97M-V def2-TZVPD def2/J DEFGRID3
* xyz 0 1
C -1.37416 0.62238 0.22966
C -2.28609 1.76451 -0.18999
N 0.12300 0.41017 -0.37331
F -1.78760 -0.15716 1.21143
Cl -3.87154 0.99372 -0.57992
Cl -2.50139 2.87672 1.18536
Cl -1.71468 2.68178 -1.62169
H 0.54758 -0.22888 0.28239
*
```

Largest force on an atom (eV/A): 9.47
SMILES: [H]/N=C(\F)C(Cl)(Cl)Cl
HOMO energy (alpha / beta) (eV): -10.3 / -10.3

Charge distribution, natural (NBO) scheme, values in e: 0.587, -0.209, -0.603, -0.291, 0.037, 0.065, 0.085, 0.330

=====

# 6
Computed, not measured: a cluster of 2 separate species, CH5PS in total in a non-equilibrium geometry, with ωB97M-V with the def2-TZVPD basis set.

The geometry in ORCA input format:
```
! RIJCOSX wB97M-V def2-TZVPD def2/J DEFGRID3
* xyz 0 1
C -1.65853 -0.45700 -0.18756
P 1.68954 0.51929 0.76379
S 0.90368 -0.99615 -0.45968
H -1.95346 -0.59252 -1.31342
H -1.46342 0.52223 0.05710
H -2.08763 -1.09085 0.57427
H 2.69147 -0.35257 1.42049
H 2.72702 1.07572 -0.00573
*
```

Largest force on an atom (eV/A): 4.38
HOMO energy (alpha / beta) (eV): -8.8 / -8.8

Charge distribution, natural (NBO) scheme, values in e: -0.400, 0.165, -0.326, 0.217, 0.179, 0.199, -0.010, -0.024